The following is a quantum chemistry calculation of a structure of composition C37H55AsCsN2O7SbSi3, from the OMol25 dataset.

XYZ file:
```
107
Properties=species:S:1:pos:R:3
Cs 0.8110 -0.7531 -0.7850
C 1.8547 -2.7000 -3.3773
O 1.9047 -2.9971 -1.9796
C 3.0717 -3.3733 -1.3826
C 4.1598 -3.8145 -2.1285
C 5.3257 -4.2501 -1.5178
C 5.4135 -4.2421 -0.1355
C 4.3428 -3.7846 0.6147
C 3.1525 -3.3409 0.0346
N 2.1010 -2.7853 0.8292
N 2.1652 -3.1235 2.0412
C 1.3468 -2.5830 2.9919
C 0.4340 -1.4851 2.7998
O 0.1747 -0.9505 1.7099
C -0.2047 -0.9575 4.0144
C -0.0242 -1.4914 5.2312
C 0.8331 -2.6329 5.4291
C 0.9956 -3.2077 6.6993
C 1.8121 -4.2974 6.8924
C 2.4891 -4.8359 5.7873
C 2.3415 -4.2870 4.5355
C 1.5119 -3.1638 4.3134
H 2.0380 -3.6096 -3.9540
H 2.6069 -1.9517 -3.6429
H 0.8590 -2.2937 -3.5715
H 4.0939 -3.8177 -3.2079
H 6.1593 -4.5808 -2.1245
H 6.3225 -4.5645 0.3578
H 4.4107 -3.7316 1.6928
H -0.8518 -0.1012 3.8599
H -0.5278 -1.0671 6.0951
H 0.4570 -2.7696 7.5338
H 1.9281 -4.7345 7.8767
H 3.1322 -5.6986 5.9204
H 2.8583 -4.7145 3.6879
O 1.2933 1.2627 -6.5946
C 1.0631 1.1559 -5.4036
C -0.2060 0.6757 -4.7739
O -1.2167 0.3035 -5.3606
C -0.0453 0.7484 -3.3039
C 1.2829 1.2664 -3.0066
O 1.7544 1.5240 -1.8740
C 2.0022 1.4941 -4.2828
O 3.1462 1.9097 -4.4054
O -0.9383 0.4469 -2.4648
C -4.6008 -4.2284 -3.1015
C -3.1967 -3.9854 -3.6476
As -2.2808 -2.3107 -3.0793
C -2.5318 -2.4863 -1.1239
C -1.7585 -3.6708 -0.5516
C -3.7534 -1.0549 -3.3904
C -4.1717 -1.0145 -4.8589
H -5.0066 -5.1859 -3.4436
H -5.2890 -3.4440 -3.4210
H -4.6056 -4.2438 -2.0100
H -3.2069 -3.9508 -4.7393
H -2.5292 -4.8064 -3.3756
H -3.5996 -2.5704 -0.9074
H -2.1925 -1.5547 -0.6612
H -2.1400 -4.6179 -0.9435
H -1.8241 -3.7097 0.5384
H -0.6972 -3.6139 -0.8042
H -3.3407 -0.0913 -3.0907
H -4.5927 -1.3027 -2.7357
H -3.3081 -0.7692 -5.4762
H -4.9254 -0.2395 -5.0257
H -4.5981 -1.9657 -5.1912
C 0.2314 2.8573 4.4044
Si 0.6418 3.9518 2.9238
C 2.4733 4.3837 3.0256
C -0.2891 5.5708 3.2393
Sb 0.3320 2.6153 0.7533
Si 0.9124 4.4926 -0.8697
C -0.0465 4.3060 -2.4702
C 0.5126 6.2336 -0.2269
C 2.7584 4.4553 -1.1739
Si -2.2309 2.7046 0.6783
C -3.0190 4.2433 1.4588
C -2.8313 1.2326 1.6815
C -2.8968 2.5869 -1.0646
H 0.3977 3.3891 5.3462
H 0.8302 1.9436 4.4112
H -0.8221 2.5632 4.3616
H 2.7222 4.8523 3.9824
H 2.7407 5.0765 2.2226
H 3.0852 3.4861 2.9099
H 0.1358 6.0747 4.1135
H -1.3415 5.3700 3.4444
H -0.2246 6.2498 2.3885
H -0.9491 4.9232 -2.4467
H -0.3384 3.2725 -2.6484
H 0.5710 4.6300 -3.3127
H -0.5443 6.3194 0.0403
H 0.7240 6.9565 -1.0220
H 1.1154 6.5031 0.6436
H 3.0007 3.5544 -1.7409
H 3.3022 4.4369 -0.2242
H 3.0798 5.3378 -1.7358
H -2.9347 4.2218 2.5472
H -4.0813 4.2827 1.1985
H -2.5391 5.1544 1.0940
H -2.6295 1.3951 2.7450
H -2.3038 0.3236 1.3805
H -3.9072 1.0803 1.5559
H -2.8471 3.5568 -1.5644
H -3.9460 2.2735 -1.0297
H -2.3298 1.8598 -1.6513
```

Output
- LUMO: 3.69 eV
- Total charge: -2
- Frontier orbital gap: 5.13 eV
- Highest occupied orbital energy: -1.44 eV